Entry 1
Entry from the OMol25 dataset: a cluster of 10 separate species, C20H60O20 in total (ωB97M-V/def2-TZVPD).

Results
gap between HOMO and LUMO	9.47	eV
SMILES	OCCO.OCCO.OCCO.OCCO.OCCO.OCCO.OCCO.OCCO.OCCO.OCCO
spin multiplicity	1
lowest unoccupied orbital energy	0.18	eV

Each line ends with the Löwdin charge.
Atoms and positions in Å:
C 34.995 18.399 46.918  -0.27
C 35.105 17.650 45.599  -0.25
O 35.925 18.410 44.772  -0.15
O 36.242 18.486 47.548  -0.13
H 34.251 18.023 47.471  0.07
H 34.962 19.531 46.725  0.14
H 34.077 17.467 45.352  0.10
H 35.719 16.640 45.708  0.16
H 36.680 18.788 45.484  0.15
H 36.327 19.389 48.161  0.19
C 34.658 26.778 42.707  -0.23
C 33.895 26.121 43.903  -0.16
O 34.726 25.278 44.713  -0.07
O 33.742 27.195 41.715  -0.11
H 35.428 26.307 42.192  0.09
H 35.194 27.761 43.175  0.16
H 33.252 25.289 43.522  0.14
H 33.403 26.684 44.532  0.07
H 35.309 25.694 45.272  0.05
H 33.148 26.395 41.437  0.14
C 30.764 19.484 41.509  -0.20
C 30.618 18.854 40.011  -0.26
O 30.657 17.496 39.997  -0.04
O 30.801 20.905 41.387  -0.08
H 31.758 19.088 41.943  0.13
H 29.826 19.078 41.985  0.12
H 31.489 19.319 39.258  0.15
H 29.624 18.855 39.433  0.13
H 30.766 17.013 39.288  0.01
H 31.310 21.268 40.691  0.04
C 38.920 19.678 43.759  -0.30
C 39.157 20.018 45.166  -0.22
O 37.986 19.927 46.093  -0.19
O 40.007 19.742 42.852  -0.03
H 38.234 20.419 43.405  0.13
H 38.610 18.693 43.672  0.10
H 39.600 21.096 45.162  0.15
H 39.944 19.236 45.621  0.16
H 38.449 20.322 47.031  0.20
H 40.688 19.205 43.242  0.07
C 35.598 15.418 41.202  -0.30
C 35.053 16.821 41.452  -0.23
O 36.041 17.756 41.828  -0.04
O 34.663 14.603 40.754  0.04
H 36.283 15.044 41.979  0.13
H 36.296 15.570 40.403  0.12
H 34.277 16.754 42.180  0.11
H 34.457 17.259 40.709  0.11
H 36.062 17.633 42.754  0.02
H 35.020 14.113 40.130  0.02
C 34.827 21.119 39.841  -0.20
C 34.058 21.162 38.436  -0.23
O 34.837 20.616 37.401  -0.02
O 34.008 21.805 40.734  -0.09
H 35.776 21.711 39.524  0.14
H 35.109 20.223 40.251  0.08
H 33.942 22.121 38.205  0.08
H 33.170 20.774 38.698  0.05
H 34.193 20.748 36.756  0.05
H 33.879 21.404 41.624  0.05
C 33.789 21.043 43.932  -0.28
C 34.853 21.851 44.521  -0.32
O 34.564 22.687 45.563  -0.11
O 34.092 20.174 42.890  -0.12
H 32.854 21.668 43.779  0.14
H 33.328 20.310 44.790  0.15
H 35.358 22.566 43.839  0.12
H 35.883 21.243 44.889  0.17
H 34.380 23.667 45.347  0.09
H 34.654 19.326 43.156  0.14
C 30.394 19.771 45.302  -0.22
C 29.195 20.069 46.094  -0.33
O 28.201 20.817 45.560  -0.03
O 31.417 19.070 46.078  -0.08
H 30.825 20.677 44.752  0.14
H 30.069 19.103 44.500  0.11
H 29.241 20.447 47.088  0.11
H 28.797 18.997 46.260  0.15
H 27.531 20.453 44.947  0.12
H 30.987 18.249 46.364  0.10
C 35.977 24.524 49.393  -0.23
C 37.181 23.987 48.726  -0.22
O 36.783 22.725 48.124  -0.12
O 36.404 25.740 50.040  -0.08
H 35.629 23.831 50.097  0.12
H 35.328 24.888 48.819  0.04
H 37.972 23.670 49.421  0.13
H 37.625 24.781 47.960  0.15
H 36.256 22.759 47.274  0.09
H 36.739 26.482 49.502  0.09
C 32.052 21.599 48.073  -0.25
C 32.545 22.712 49.002  -0.26
O 31.545 23.588 49.322  -0.07
O 32.992 20.638 47.857  0.00
H 31.866 21.947 47.224  0.05
H 31.134 21.122 48.561  0.15
H 33.374 23.268 48.484  0.12
H 33.060 22.428 49.999  0.14
H 30.782 23.263 49.845  0.11
H 32.588 20.184 47.240  -0.05



Entry 2
Entry from the OMol25 dataset: a cluster of 10 separate species, C20H60O20 in total (ωB97M-V/def2-TZVPD).

Results
gap between HOMO and LUMO	10.03	eV
SMILES	OCCO.OCCO.OCCO.OCCO.OCCO.OCCO.OCCO.OCCO.OCCO.OCCO
spin multiplicity	1
lowest unoccupied orbital energy	0.07	eV

Each line ends with the Löwdin charge.
Atoms and positions in Å:
C -3.409 3.894 2.442  -0.29
C -2.288 4.859 1.934  -0.23
O -2.584 6.245 1.933  -0.08
O -3.638 4.113 3.753  -0.04
H -3.035 2.893 2.227  0.11
H -4.354 3.880 1.899  0.12
H -1.752 4.580 1.026  0.11
H -1.422 4.881 2.596  0.11
H -2.528 6.596 2.825  0.08
H -4.545 4.396 3.891  0.10
C -8.765 -5.103 -3.371  -0.25
C -7.491 -5.834 -3.781  -0.24
O -6.290 -5.383 -3.112  -0.07
O -9.037 -3.746 -3.675  -0.07
H -8.708 -5.292 -2.299  0.11
H -9.632 -5.525 -3.880  0.12
H -7.112 -5.574 -4.769  0.12
H -7.648 -6.911 -3.840  0.12
H -6.490 -5.629 -2.206  0.07
H -9.863 -3.452 -3.285  0.08
C 2.720 9.039 -1.868  -0.23
C 3.322 7.578 -1.983  -0.27
O 2.781 6.919 -3.060  -0.07
O 2.999 9.801 -0.715  -0.06
H 1.640 8.900 -1.914  0.11
H 3.008 9.614 -2.748  0.12
H 2.989 6.908 -1.191  0.11
H 4.410 7.617 -2.042  0.11
H 3.029 5.992 -3.023  0.09
H 2.171 9.961 -0.255  0.08
C 8.605 1.971 -0.574  -0.28
C 10.094 1.933 -0.234  -0.19
O 10.759 3.265 -0.056  -0.08
O 8.372 2.777 -1.677  -0.06
H 8.056 2.484 0.216  0.12
H 8.161 1.013 -0.845  0.12
H 10.449 1.402 -1.117  0.11
H 10.318 1.344 0.656  0.11
H 11.616 3.029 0.306  0.06
H 7.863 3.537 -1.384  0.09
C 0.643 -0.220 -0.977  -0.30
C 0.243 -0.185 -2.448  -0.21
O -0.442 -1.402 -2.859  -0.08
O 1.366 0.906 -0.647  -0.05
H 1.286 -1.034 -0.645  0.12
H -0.282 -0.340 -0.413  0.11
H 1.169 -0.191 -3.022  0.12
H -0.347 0.690 -2.722  0.12
H -1.376 -1.469 -2.645  0.08
H 1.717 0.666 0.214  0.09
C -5.684 0.202 -7.053  -0.26
C -4.990 0.497 -8.379  -0.21
O -3.574 0.513 -8.062  -0.07
O -5.478 1.395 -6.312  -0.08
H -5.310 -0.639 -6.469  0.12
H -6.761 0.060 -7.139  0.12
H -5.294 1.515 -8.621  0.11
H -5.364 -0.194 -9.135  0.12
H -3.586 0.750 -7.132  0.06
H -6.106 1.225 -5.606  0.09
C 0.383 -9.960 -5.446  -0.22
C -0.926 -9.159 -5.490  -0.26
O -0.720 -7.822 -5.931  -0.07
O 0.816 -9.982 -6.821  -0.07
H 0.156 -10.912 -4.966  0.11
H 1.059 -9.494 -4.730  0.11
H -1.243 -9.120 -4.447  0.11
H -1.737 -9.522 -6.121  0.12
H -0.978 -7.293 -5.173  0.08
H 1.080 -9.093 -7.070  0.08
C -4.667 -3.025 4.505  -0.29
C -5.837 -2.339 3.755  -0.22
O -6.972 -2.930 4.345  -0.07
O -4.645 -4.404 4.515  -0.05
H -4.505 -2.615 5.502  0.13
H -3.787 -2.799 3.903  0.11
H -5.919 -2.711 2.733  0.11
H -5.769 -1.254 3.683  0.12
H -6.625 -3.757 4.688  0.06
H -3.852 -4.563 5.032  0.10
C 6.817 5.321 5.308  -0.28
C 6.374 3.857 5.644  -0.21
O 5.162 3.758 4.885  -0.08
O 6.264 6.275 6.155  -0.04
H 6.776 5.350 4.219  0.12
H 7.897 5.401 5.433  0.11
H 6.284 3.700 6.719  0.12
H 7.166 3.259 5.192  0.11
H 4.543 4.387 5.264  0.07
H 5.305 6.319 6.178  0.08
C 2.473 -1.906 7.638  -0.26
C 3.395 -3.029 8.168  -0.21
O 2.868 -3.397 9.444  -0.09
O 1.155 -2.375 7.570  -0.07
H 2.748 -1.642 6.617  0.11
H 2.439 -0.921 8.103  0.12
H 4.270 -2.517 8.568  0.12
H 3.561 -3.843 7.462  0.12
H 3.455 -3.990 9.918  0.09
H 1.132 -2.969 8.323  0.06



Quick look at relative energies in hartree: entry 1 0.2067; entry 2 0.0000.



Entry 1
Entry from the OMol25 dataset: an isolated molecule of CH3FN2O (ωB97M-V/def2-TZVPD).

Results
gap between HOMO and LUMO	9.08	eV
SMILES	NO/C=N/F
spin multiplicity	1
lowest unoccupied orbital energy	-0.75	eV

Each line ends with the Löwdin charge.
Atoms and positions in Å:
C 0.402 0.220 -0.984  -0.20
N -1.248 -0.058 1.107  0.12
N 1.209 -0.087 0.033  0.11
O -0.760 -0.130 -0.478  -0.16
F 2.618 0.140 -0.521  -0.21
H 0.504 0.578 -2.028  0.16
H -2.274 -0.045 1.517  0.15
H -0.450 -0.618 1.353  0.03



Entry 2
Entry from the OMol25 dataset: a structure of composition CH3FN2O (ωB97M-V/def2-TZVPD).

Results
gap between HOMO and LUMO	10.74	eV
spin multiplicity	1
lowest unoccupied orbital energy	0.46	eV

Each line ends with the Löwdin charge.
Atoms and positions in Å:
C 1.107 0.552 -0.133  -0.30
N -0.741 -1.011 0.010  0.12
N -0.116 0.068 -0.294  -0.09
O 2.072 -0.200 0.011  0.03
F -1.121 1.286 -0.022  -0.17
H 1.147 1.611 -0.091  0.13
H -1.681 -1.120 -0.470  0.16
H -0.667 -1.187 0.988  0.11



Quick look at relative energies in hartree: entry 1 0.1383; entry 2 0.0000.



Entry 1
Entry from the OMol25 dataset: a cluster of 2 separate species, C4H10N2O in total (ωB97M-V/def2-TZVPD).

Results
gap between HOMO and LUMO (alpha / beta)	7.39 / 3.47	eV
<S²>	0.761
spin multiplicity	2
charge	+1
lowest unoccupied orbital energy (alpha / beta)	-5.35 / -9.25	eV

Each line ends with the Löwdin charge.
Atoms and positions in Å:
C 0.331 -0.220 0.408  -0.07
C -0.158 -0.367 1.842  -0.19
C -2.152 -0.274 3.087  0.13
N -1.600 -0.022 1.984  0.24
H 1.422 -0.360 0.414  0.10
H -0.119 -0.976 -0.246  0.09
H -0.013 0.728 -0.024  0.08
H 0.444 0.253 2.509  0.14
H -0.034 -1.437 2.116  0.16
H -1.708 -0.864 3.906  0.15
H -3.207 -0.012 3.322  0.14
C 1.041 1.228 -3.101  -0.41
N 1.201 -0.101 -3.370  0.12
O 0.140 1.679 -2.423  -0.01
H 1.916 1.808 -3.446  0.13
H 2.029 -0.328 -3.887  0.09
H 0.468 -0.736 -3.090  0.10



Entry 2
Entry from the OMol25 dataset: the ion C4H10N2O with charge +1 (ωB97M-V/def2-TZVPD).

Results
gap between HOMO and LUMO (alpha / beta)	11.22 / 4.97	eV
<S²>	0.757
spin multiplicity	2
charge	+1
lowest unoccupied orbital energy (alpha / beta)	-3.44 / -8.90	eV

Each line ends with the Löwdin charge.
Atoms and positions in Å:
N 0.601 -1.242 0.255  0.24
C -0.216 -0.173 -0.181  -0.33
C -0.836 0.487 1.066  -0.08
C -1.815 -0.491 1.682  -0.24
O -2.992 -0.362 1.644  0.16
C 0.537 0.884 -1.035  -0.19
N 1.412 0.243 -1.999  0.05
H 0.828 -2.020 -0.378  0.16
H 1.319 -1.026 0.952  0.16
H -0.998 -0.642 -0.797  0.18
H -1.300 1.434 0.807  0.14
H -0.044 0.708 1.787  0.14
H -1.372 -1.367 2.199  0.15
H -0.191 1.461 -1.597  0.14
H 1.064 1.580 -0.383  0.13
H 1.961 0.938 -2.489  0.10
H 2.041 -0.411 -1.533  0.08



Quick look at relative energies in hartree: entry 1 0.0253; entry 2 0.0000.



Entry 1
Entry from the OMol25 dataset: a cluster of 2 separate species, CHN3O in total (ωB97M-V/def2-TZVPD).

Results
gap between HOMO and LUMO (alpha / beta)	9.00 / 7.41	eV
spin multiplicity	1
lowest unoccupied orbital energy (alpha / beta)	-1.18 / -1.91	eV

Each line ends with the Löwdin charge.
Atoms and positions in Å:
C -0.843 -0.560 -1.330  -0.45
N -1.575 -0.449 -2.261  0.12
N 1.836 0.161 -1.178  0.13
N -0.060 -0.466 -0.293  0.05
O 2.709 0.273 -0.451  0.09
H -0.131 0.330 0.305  0.06



Entry 2
Entry from the OMol25 dataset: an isolated molecule of CHN3O (ωB97M-V/def2-TZVPD).

Results
gap between HOMO and LUMO	12.11	eV
SMILES	c1nnon1
spin multiplicity	1
lowest unoccupied orbital energy	0.20	eV

Each line ends with the Löwdin charge.
Atoms and positions in Å:
C 0.539 -0.475 -0.143  -0.22
H 1.386 -1.135 -0.102  0.12
N -0.773 -0.747 0.182  0.03
N -1.406 0.340 0.256  0.03
N 0.777 0.755 -0.181  0.13
O -0.522 1.263 -0.012  -0.09



Quick look at relative energies in hartree: entry 1 0.0484; entry 2 0.0000.



Entry 1
Entry from the OMol25 dataset: an isolated molecule of C7H12N2O3S (ωB97M-V/def2-TZVPD).

Results
gap between HOMO and LUMO	9.53	eV
SMILES	CC(C)c1noc(N)c1S(C)(=O)=O
spin multiplicity	1
lowest unoccupied orbital energy	0.66	eV

Each line ends with the Löwdin charge.
Atoms and positions in Å:
C 0.582 0.673 0.582  -0.17
C 0.292 0.240 -0.743  -0.31
C 0.912 2.061 0.426  -0.34
C 1.242 -1.994 -1.221  -0.02
C -0.864 -1.167 -2.429  -0.07
C -1.809 0.181 1.676  -0.09
C -0.070 -1.118 -1.144  -0.38
N 0.468 1.216 -1.625  0.13
N 1.257 2.908 1.397  0.19
O 0.389 -1.217 2.384  -0.29
O 0.224 1.146 3.130  -0.32
O 0.874 2.291 -0.871  0.03
S -0.028 0.114 2.164  0.66
H 1.433 -2.629 -0.353  0.08
H 1.993 -1.155 -1.264  0.10
H 1.206 -2.608 -2.079  0.05
H -0.847 -0.228 -3.015  0.08
H -1.892 -1.573 -2.114  0.10
H -0.584 -2.018 -3.114  0.08
H -2.357 -0.562 2.453  0.13
H -2.227 1.116 1.773  0.04
H -1.897 -0.376 0.839  -0.01
H -0.695 -1.595 -0.353  0.12
H 1.173 2.386 2.259  0.07
H 1.225 3.909 1.243  0.13



Entry 2
Entry from the OMol25 dataset: an isolated molecule of C7H12N2O3S (ωB97M-V/def2-TZVPD).

Results
gap between HOMO and LUMO	10.15	eV
spin multiplicity	1
lowest unoccupied orbital energy	0.31	eV

Each line ends with the Löwdin charge.
Atoms and positions in Å:
C 1.706 2.032 0.367  -0.04
C 0.512 2.679 0.316  -0.02
C 0.205 0.584 -0.266  -0.24
C -1.394 -2.867 0.144  -0.10
C -1.823 2.029 -0.283  0.01
C -0.391 -0.705 -0.665  -0.11
C -0.795 -1.534 0.568  -0.24
N 1.489 0.744 0.004  -0.01
N -0.426 1.757 -0.077  -0.06
O 3.933 0.156 0.145  -0.29
O 2.274 -1.397 1.065  -0.29
O 2.484 -1.138 -1.354  -0.30
S 2.745 -0.616 -0.043  0.48
H 2.692 2.357 0.622  0.12
H 0.252 3.697 0.523  0.12
H -2.293 -2.722 -0.453  0.07
H -0.674 -3.427 -0.446  0.08
H -1.653 -3.457 1.019  0.07
H -2.014 2.288 -1.327  0.11
H -2.417 1.156 -0.020  0.09
H -2.123 2.865 0.346  0.10
H -1.255 -0.544 -1.314  0.12
H 0.383 -1.252 -1.209  0.10
H 0.101 -1.706 1.165  0.09
H -1.518 -0.979 1.173  0.11



Quick look at relative energies in hartree: entry 1 0.1257; entry 2 0.0000.